1.
# C12H17N4O4

The ion C12H17N4O4 with charge +1 at a distorted geometry (the ωB97M-V functional and the def2-TZVPD basis, the Open Molecules 2025 dataset).

CARTESIAN COORDINATES (ANGSTROEM)
C 3.62 0.51 -0.46
C 3.09 -0.09 -1.74
O 3.67 -0.10 -2.78
O 1.82 -0.66 -1.62
C 1.78 -2.08 -1.66
C 1.73 -2.70 -0.24
N 1.25 -1.76 0.77
C 0.01 -1.31 0.86
N -0.25 -0.33 1.75
C -1.61 0.26 1.78
C -1.70 1.53 0.97
C -2.57 2.53 1.38
C -2.65 3.69 0.63
C -1.85 3.81 -0.50
N -1.01 2.86 -0.91
C -0.95 1.75 -0.18
O -2.53 -0.76 1.46
C -2.37 -1.41 0.26
O -2.80 -0.60 -0.77
N -0.95 -1.81 0.06
H 2.83 0.91 0.16
H 4.31 1.31 -0.72
H 4.16 -0.26 0.09
H 0.88 -2.35 -2.22
H 2.63 -2.47 -2.21
H 1.10 -3.59 -0.26
H 2.72 -2.99 0.08
H 1.93 -1.36 1.40
H 0.43 0.42 1.68
H -1.83 0.51 2.81
H -3.18 2.40 2.27
H -3.31 4.50 0.91
H -1.88 4.71 -1.10
H -0.26 0.99 -0.56
H -2.95 -2.33 0.32
H -2.44 -0.90 -1.61
H -0.87 -2.81 -0.08

Highest occupied orbital energy: -12.727 eV
Frontier orbital gap: 0.3614 hartree
E: -987.226605 a.u.
LUMO energy: -2.893 eV
Molecular weight: 281.3 g mol⁻¹
Spin multiplicity: 1
Charge: +1

---

2.
# C14H16O2

A cluster of 2 separate species, C14H16O2 in total at a distorted geometry (the ωB97M-V functional and the def2-TZVPD basis, the Open Molecules 2025 dataset).

CARTESIAN COORDINATES (ANGSTROEM)
C -2.67 2.91 4.35
C -2.35 1.55 3.77
C -1.29 1.42 2.86
C -1.02 0.21 2.24
C -1.94 -0.82 2.34
O -1.67 -1.93 1.59
C -3.13 -0.65 3.03
C -3.29 0.52 3.76
H -2.22 3.69 3.73
H -2.26 3.05 5.35
H -3.75 3.07 4.34
H -0.69 2.30 2.64
H -0.19 0.10 1.55
H -1.98 -2.76 1.97
H -3.85 -1.45 3.02
H -4.14 0.67 4.39
C 1.75 -1.44 -5.51
C 2.06 -1.00 -4.11
C 2.29 0.33 -3.79
C 2.68 0.74 -2.52
C 2.78 -0.20 -1.51
O 2.93 0.20 -0.19
C 2.62 -1.55 -1.81
C 2.26 -1.92 -3.09
H 1.48 -0.64 -6.21
H 0.87 -2.08 -5.54
H 2.60 -1.99 -5.91
H 2.15 1.13 -4.52
H 2.65 1.80 -2.28
H 2.13 -0.03 0.31
H 2.91 -2.23 -1.02
H 2.25 -2.99 -3.25

Highest occupied orbital energy: -8.584 eV
Frontier orbital gap: 0.3414 hartree
E: -693.530795 a.u.
LUMO energy: 0.705 eV
Molecular weight: 216.3 g mol⁻¹
Spin multiplicity: 1
Charge: 0
Relative energy (zero: lowest compared OMol25 entry of this formula, charge and spin): 16.1 kcal/mol

---

3.
# C4H11NO2S

A cluster of 2 separate species, C4H11NO2S in total at a distorted geometry (the ωB97M-V functional and the def2-TZVPD basis, the Open Molecules 2025 dataset).

CARTESIAN COORDINATES (ANGSTROEM)
H -0.65 1.36 -0.70
N 0.19 1.10 -1.18
C 0.90 0.34 -0.45
C 2.07 -0.40 -1.07
C 0.68 0.12 1.00
C 1.95 0.41 1.81
H 2.29 0.00 -2.05
H 2.97 -0.51 -0.57
H 1.69 -1.38 -1.28
H 0.39 -0.90 1.38
H 0.00 0.85 1.40
H 2.48 -0.48 2.04
H 2.74 0.90 1.12
H 1.92 1.16 2.57
O -3.13 0.31 -0.35
S -4.37 -0.64 -0.12
O -4.67 -1.47 -1.48
H -2.17 0.14 -0.10
H -5.26 -0.90 -1.97

Highest occupied orbital energy: -8.506 eV
Frontier orbital gap: 0.3379 hartree
E: -762.342941 a.u.
LUMO energy: 0.689 eV
Molecular weight: 137.2 g mol⁻¹
Spin multiplicity: 1
Charge: 0
Relative energy (zero: lowest compared OMol25 entry of this formula, charge and spin): 66.8 kcal/mol

---

4.
# C4H12N2O

A cluster of 2 separate species, C4H12N2O in total at a distorted geometry (the ωB97M-V functional and the def2-TZVPD basis, the Open Molecules 2025 dataset).

CARTESIAN COORDINATES (ANGSTROEM)
H 2.98 -1.00 -1.98
N 2.25 -1.24 -1.35
C 1.69 -0.80 -0.32
N 0.64 -1.51 0.25
C -0.49 -0.66 0.77
C -1.46 -0.09 -0.25
C -0.79 0.65 -1.43
H 2.05 -0.03 0.38
H 0.26 -2.20 -0.39
H 0.07 0.08 1.39
H -0.96 -1.23 1.59
H -2.05 -0.98 -0.63
H -2.24 0.44 0.30
H -1.44 0.57 -2.35
H -0.70 1.72 -1.39
H 0.14 0.21 -1.81
O -0.05 2.14 2.78
H -0.52 1.46 2.28
H 0.60 2.46 2.15

Highest occupied orbital energy: -9.116 eV
Frontier orbital gap: 0.3653 hartree
E: -344.305211 a.u.
LUMO energy: 0.825 eV
Molecular weight: 104.2 g mol⁻¹
Spin multiplicity: 1
Charge: 0
Relative energy (zero: lowest compared OMol25 entry of this formula, charge and spin): 50.1 kcal/mol

---

> What is the LUMO energy in the fourth record?

0.825 eV

---

> Which formula does entry 2 have?

C14H16O2

---

> highest occupied orbital energy of number 2 (C14H16O2)?

-8.584 eV